1.
Formula: C44H40FN5O14
Source: the Open Molecules 2025 dataset
Level of theory: the ωB97M-V functional and the def2-TZVPD basis

Last column: Mulliken charge in e.
CARTESIAN COORDINATES (ANGSTROEM)
C1 3.20 0.28 4.03  -0.877
C2 3.72 1.49 3.77  -0.777
C3 3.22 2.24 2.62  1.274
C4 4.01 2.77 1.67  0.343
C5 5.50 2.67 1.63  -0.893
O1 5.93 1.97 0.44  -0.406
C6 5.51 0.70 0.34  0.832
C7 5.42 0.22 -1.08  -1.138
O2 5.27 0.00 1.29  -0.555
C8 3.35 3.48 0.53  -0.364
O3 3.79 4.51 0.07  -0.604
C9 2.09 2.85 0.05  -0.042
C10 1.29 2.31 0.98  0.769
C11 0.02 1.59 0.68  -0.911
C12 0.30 0.07 0.73  0.113
C13 0.95 -0.51 -0.54  -0.053
F1 0.98 0.41 -1.60  -0.252
C14 1.73 2.43 2.40  -0.181
O4 0.97 2.70 3.30  -0.599
H1 2.14 0.06 3.89  0.305
H2 3.83 -0.52 4.41  0.254
H3 4.51 1.90 4.39  0.457
H4 5.90 2.15 2.50  0.456
H5 5.97 3.65 1.59  0.310
H6 5.04 0.98 -1.74  0.325
H7 4.77 -0.65 -1.11  0.337
H8 6.41 -0.11 -1.39  0.330
H9 1.83 2.81 -1.00  0.596
H10 -0.72 1.80 1.45  0.501
H11 -0.37 1.90 -0.29  0.120
H12 1.03 -0.07 1.54  -0.005
H13 -0.59 -0.49 1.00  0.205
H14 0.47 -1.42 -0.88  0.006
H15 1.99 -0.77 -0.32  0.135
C15 2.90 5.95 7.71  -0.439
C16 3.65 5.15 8.56  -0.393
C17 4.82 4.56 8.11  -0.438
C18 5.22 4.79 6.81  0.082
C19 4.49 5.58 5.94  -0.240
C20 3.32 6.16 6.40  -0.506
N1 6.47 4.18 6.33  1.071
O5 7.08 3.46 7.10  -0.613
O6 6.81 4.42 5.19  -0.614
H16 1.99 6.41 8.06  0.385
H17 3.32 4.98 9.58  0.374
H18 5.41 3.93 8.77  0.456
H19 4.82 5.74 4.93  0.489
H20 2.73 6.78 5.74  0.385
C21 -3.48 -3.83 -2.22  -0.781
C22 -3.13 -3.30 -0.98  -0.457
C23 -3.08 -1.94 -0.80  -0.136
C24 -3.38 -1.11 -1.86  0.041
C25 -3.73 -1.61 -3.10  -0.509
C26 -3.78 -2.98 -3.28  -0.503
N2 -3.32 0.35 -1.66  1.089
O7 -2.98 0.74 -0.56  -0.614
O8 -3.59 1.07 -2.60  -0.636
H21 -3.52 -4.90 -2.36  0.554
H22 -2.90 -3.97 -0.16  0.502
H23 -2.81 -1.52 0.16  0.417
H24 -3.96 -0.94 -3.92  0.485
H25 -4.05 -3.39 -4.24  0.519
C27 -0.27 4.07 -3.57  -0.384
C28 -0.59 5.32 -4.07  -0.575
C29 0.07 5.82 -5.18  -0.328
C30 1.05 5.04 -5.78  0.024
C31 1.39 3.80 -5.29  -0.434
C32 0.73 3.31 -4.17  -0.307
N3 1.74 5.56 -6.97  1.024
O9 1.43 6.66 -7.37  -0.611
O10 2.57 4.85 -7.49  -0.606
H26 -0.79 3.67 -2.71  0.403
H27 -1.37 5.91 -3.60  0.402
H28 -0.18 6.79 -5.58  0.457
H29 2.17 3.21 -5.77  0.456
H30 0.98 2.33 -3.78  0.479
C33 0.08 -8.78 -0.10  -0.428
C34 0.43 -8.25 1.14  -0.434
C35 0.45 -6.88 1.33  -0.401
C36 0.13 -6.06 0.26  0.026
C37 -0.21 -6.56 -0.98  -0.117
C38 -0.23 -7.94 -1.16  -0.588
N4 0.14 -4.60 0.46  1.055
O11 0.45 -4.18 1.55  -0.639
O12 -0.18 -3.91 -0.48  -0.537
H31 0.06 -9.85 -0.24  0.387
H32 0.67 -8.91 1.96  0.372
H33 0.72 -6.46 2.29  0.464
H34 -0.45 -5.90 -1.79  0.456
H35 -0.49 -8.35 -2.12  0.384
C39 -10.71 -3.71 -2.16  -0.427
C40 -10.13 -3.01 -3.21  -0.457
C41 -8.84 -3.30 -3.61  -0.323
C42 -8.15 -4.30 -2.95  0.158
C43 -8.70 -5.01 -1.91  -0.354
C44 -10.00 -4.71 -1.51  -0.446
N5 -6.78 -4.63 -3.39  1.082
O13 -6.31 -3.97 -4.30  -0.607
O14 -6.20 -5.53 -2.82  -0.618
H36 -11.72 -3.49 -1.85  0.377
H37 -10.69 -2.23 -3.71  0.374
H38 -8.38 -2.75 -4.42  0.444
H39 -8.14 -5.79 -1.41  0.445
H40 -10.45 -5.26 -0.70  0.373

Kohn-Sham gap ... 0.2983 Eh
E ... -3127.15111 a.u.
Energy relative to the best compared isomer or geometry (same formula, charge and spin) ... 0.000 eV
Lowest unoccupied orbital energy ... -0.85 eV
SMILES ... C=CC1=C(COC(C)=O)C(=O)C=C(CCCF)C1=O.O=[N+]([O-])c1ccccc1.O=[N+]([O-])c1ccccc1.O=[N+]([O-])c1ccccc1.O=[N+]([O-])c1ccccc1.O=[N+]([O-])c1ccccc1
HOMO ... -0.3295 Ha
Charge ... 0

***

2.
Formula: C44H41BBeN7O2
Source: the Open Molecules 2025 dataset
Level of theory: the ωB97M-V functional and the def2-TZVPD basis

Last column: Mulliken charge in e.
CARTESIAN COORDINATES (ANGSTROEM)
Be1 -0.63 -0.02 -1.52  -0.370
C1 -0.05 -0.52 -6.51  -1.433
C2 0.48 -0.51 -5.11  0.434
C3 1.76 -0.74 -4.66  -1.264
C4 1.70 -0.64 -3.26  0.201
N1 0.44 -0.35 -2.90  0.284
N2 -0.30 -0.29 -4.05  0.253
B1 -1.85 -0.18 -3.94  -0.978
N3 -2.28 -1.32 -2.99  0.438
N4 -1.77 -1.32 -1.73  0.949
C5 -2.20 -2.42 -1.12  -0.397
C6 -3.00 -3.15 -2.00  -1.513
C7 -3.03 -2.42 -3.18  0.936
C8 -3.73 -2.71 -4.46  -1.380
C9 -1.84 -2.76 0.26  0.577
C10 -1.32 -4.02 0.55  -0.481
C11 -1.01 -4.37 1.86  -0.799
C12 -1.21 -3.45 2.89  -0.584
C13 -1.72 -2.19 2.60  -0.390
C14 -2.04 -1.85 1.30  -0.012
N5 -2.17 1.15 -3.24  0.239
N6 -1.53 1.36 -2.06  0.886
C15 -1.99 2.51 -1.56  -0.354
C16 -2.93 3.05 -2.44  -1.530
C17 -3.01 2.15 -3.50  0.901
C18 -3.85 2.20 -4.73  -1.363
C19 -1.50 3.09 -0.29  0.570
C20 -0.16 3.45 -0.16  0.156
C21 0.29 4.02 1.02  -0.926
C22 -0.59 4.25 2.07  -0.249
C23 -1.93 3.91 1.93  -1.067
C24 -2.38 3.32 0.76  -0.537
C25 2.78 -0.88 -2.31  -0.114
C26 4.04 -1.09 -2.71  -0.504
C27 5.12 -1.45 -1.78  -0.885
C28 4.93 -1.47 -0.47  -0.975
C29 3.63 -1.04 0.13  0.393
C30 2.43 -0.93 -0.85  0.419
H1 0.77 -0.73 -7.20  0.399
H2 -0.48 0.44 -6.77  0.272
H3 -0.81 -1.28 -6.64  0.253
H4 2.62 -0.97 -5.27  0.532
H5 -2.37 -0.27 -5.01  -0.057
H6 -3.51 -4.08 -1.80  0.577
H7 -4.29 -3.63 -4.37  0.399
H8 -3.03 -2.81 -5.29  0.247
H9 -4.43 -1.91 -4.72  0.240
H10 -1.16 -4.73 -0.25  0.515
H11 -0.62 -5.35 2.08  0.420
H12 -0.98 -3.73 3.91  0.516
H13 -1.89 -1.48 3.41  0.311
H14 -2.47 -0.88 1.07  0.476
H15 -3.46 3.98 -2.34  0.557
H16 -4.45 3.11 -4.74  0.399
H17 -4.52 1.34 -4.78  0.263
H18 -3.23 2.19 -5.63  0.256
H19 0.52 3.29 -0.98  0.526
H20 1.33 4.30 1.12  0.436
H21 -0.24 4.72 2.98  0.522
H22 -2.63 4.11 2.74  0.452
H23 -3.43 3.06 0.64  0.545
H24 4.28 -1.05 -3.76  0.409
H25 6.07 -1.72 -2.21  0.426
H26 5.74 -1.76 0.20  0.426
H27 3.37 -1.65 1.00  0.360
H28 1.62 -1.65 -0.69  0.512
C31 1.84 -2.10 4.55  -1.181
O1 0.98 -0.98 4.37  0.101
C32 1.08 0.03 5.26  0.861
C33 1.91 0.04 6.37  -0.809
C34 1.93 1.15 7.21  -0.765
C35 1.14 2.26 6.95  -0.860
C36 0.33 2.26 5.82  -0.431
C37 0.31 1.16 4.98  0.068
N7 -0.55 1.17 3.84  0.343
C38 -0.25 0.94 2.57  -1.908
C39 0.97 0.80 1.94  2.357
C40 2.29 1.05 2.55  -1.441
C41 3.44 0.90 1.89  -1.700
C42 3.48 0.48 0.47  -0.358
C43 2.13 0.49 -0.27  0.826
C44 0.90 0.49 0.57  -0.680
O2 -0.18 0.21 -0.02  -0.679
H29 1.65 -2.60 5.50  0.368
H30 2.89 -1.80 4.49  0.483
H31 1.60 -2.78 3.73  0.236
H32 2.53 -0.81 6.60  0.462
H33 2.57 1.14 8.08  0.432
H34 1.16 3.11 7.61  0.407
H35 -0.28 3.12 5.58  0.471
H36 -1.53 1.36 4.03  0.479
H37 -1.13 0.89 1.93  1.242
H38 2.32 1.38 3.58  0.589
H39 4.37 1.11 2.40  0.442
H40 4.23 1.05 -0.09  0.496
H41 2.00 1.26 -1.03  0.429

Kohn-Sham gap ... 0.2823 Eh
E ... -2274.73014 a.u.
Lowest unoccupied orbital energy ... -2.46 eV
HOMO ... -0.3727 Ha
Charge ... +1

***

3.
Formula: C44H41FN6O3PSTl
Source: the Open Molecules 2025 dataset
Level of theory: the ωB97M-V functional and the def2-TZVPD basis

Last column: Mulliken charge in e.
CARTESIAN COORDINATES (ANGSTROEM)
Tl1 -1.12 -1.11 -0.27  1.204
C1 -1.99 5.94 -0.57  -1.487
C2 -0.85 5.95 0.44  0.332
C3 -1.29 6.66 1.72  -0.991
C4 -0.21 6.58 2.77  -1.154
C5 0.12 5.14 3.04  0.861
C6 0.50 4.71 4.30  -0.857
C7 0.79 3.38 4.53  0.163
F1 1.16 3.00 5.79  -0.398
C8 0.70 2.45 3.53  -1.245
C9 0.33 2.86 2.25  0.415
C10 0.25 1.84 1.18  0.123
O1 0.31 0.64 1.46  -0.594
C11 0.15 2.30 -0.20  0.562
C12 -0.28 3.71 -0.38  -1.237
N1 -0.40 4.60 0.74  0.491
C13 0.01 4.21 1.99  -0.386
C14 0.36 1.13 -2.39  -0.702
O2 0.07 1.83 -3.36  -0.819
O3 -0.07 -0.06 -2.17  -0.541
H1 -2.35 6.97 -0.72  0.450
H2 -2.82 5.34 -0.20  0.326
H3 -1.69 5.54 -1.54  0.357
H4 -0.01 6.52 0.01  0.174
H5 -2.20 6.18 2.09  0.338
H6 -1.54 7.69 1.47  0.381
H7 -0.52 7.07 3.70  0.424
H8 0.68 7.11 2.42  0.339
H9 0.57 5.42 5.12  0.458
H10 0.93 1.41 3.70  0.571
H11 0.17 4.19 -1.25  0.845
C15 2.27 -1.46 2.40  -1.057
C16 3.42 -1.91 1.56  1.125
C17 4.53 -2.48 2.18  -0.803
C18 5.64 -2.87 1.45  -0.662
C19 5.66 -2.69 0.08  -0.863
C20 4.56 -2.12 -0.55  -0.767
C21 3.42 -1.73 0.16  0.192
P1 1.94 -1.04 -0.70  1.349
C22 2.27 -1.75 -2.37  0.662
C23 1.73 -3.03 -2.53  -1.505
C24 1.84 -3.74 -3.71  -0.720
C25 2.49 -3.16 -4.79  -0.678
C26 3.04 -1.89 -4.64  -0.826
C27 2.94 -1.17 -3.45  1.713
C28 3.58 0.19 -3.40  -1.709
C29 2.22 0.73 -0.65  -0.722
C30 3.24 1.26 0.11  -0.453
C31 3.59 2.62 0.08  -1.639
C32 3.09 3.35 -1.02  -0.768
C33 2.06 2.88 -1.77  -1.417
C34 1.26 1.72 -1.27  3.869
C35 -1.27 2.63 -0.65  -0.734
H12 2.33 -1.89 3.41  0.491
H13 1.31 -1.74 1.96  0.063
H14 2.25 -0.38 2.48  0.068
H15 4.51 -2.62 3.25  0.380
H16 6.49 -3.31 1.96  0.352
H17 6.52 -2.98 -0.51  0.439
H18 4.57 -1.99 -1.62  0.327
H19 1.19 -3.47 -1.70  0.319
H20 1.40 -4.73 -3.80  0.442
H21 2.58 -3.68 -5.73  0.356
H22 3.55 -1.43 -5.48  0.400
H23 4.36 0.25 -4.17  0.568
H24 4.01 0.42 -2.43  0.198
H25 2.85 0.97 -3.60  0.309
H26 3.85 0.60 0.72  0.341
H27 4.41 2.99 0.68  0.366
H28 3.58 4.27 -1.33  0.387
H29 1.74 3.35 -2.69  0.608
H30 -1.53 2.41 -1.67  0.268
H31 -2.07 2.50 0.08  0.294
C36 -8.49 -2.76 2.23  -1.129
C37 -7.92 -2.70 0.84  0.965
C38 -8.46 -1.85 -0.13  -0.683
C39 -7.84 -1.88 -1.36  -0.090
N2 -6.80 -2.64 -1.65  -0.565
C40 -6.32 -3.43 -0.66  -0.075
S1 -4.96 -4.42 -0.97  -0.422
N3 -6.88 -3.47 0.59  -0.543
H32 -9.57 -2.89 2.21  0.299
H33 -8.28 -1.83 2.77  0.258
H34 -8.03 -3.58 2.77  0.329
H35 -9.31 -1.21 0.08  0.345
H36 -8.20 -1.25 -2.18  0.382
N4 -0.02 -6.93 1.64  -0.525
C41 -0.56 -6.19 0.60  0.421
C42 -0.37 -4.80 0.51  -0.128
N5 -0.89 -4.10 -0.48  0.154
C43 -1.64 -4.74 -1.37  -0.599
C44 -1.85 -6.10 -1.26  -0.328
N6 -1.30 -6.84 -0.29  -0.628
H37 0.83 -6.55 2.04  0.238
H38 0.02 -7.91 1.44  0.270
H39 0.24 -4.28 1.24  0.065
H40 -2.11 -4.16 -2.15  0.596
H41 -2.49 -6.62 -1.97  0.424

Kohn-Sham gap ... 0.1791 Eh
E ... -3267.50708 a.u.
Energy relative to the best compared isomer or geometry (same formula, charge and spin) ... 2.386 eV
Lowest unoccupied orbital energy ... 3.85 eV
HOMO ... -0.0377 Ha
Charge ... -2

***

4.
Formula: C44H41N5OOsS3
Source: the Open Molecules 2025 dataset
Level of theory: the ωB97M-V functional and the def2-TZVPD basis

Last column: Mulliken spin population.
CARTESIAN COORDINATES (ANGSTROEM)
Os1 -0.07 0.19 0.77  3.208
O1 1.97 0.19 1.29  0.023
C1 2.89 1.36 1.38  0.010
C2 3.04 2.04 0.05  -0.006
C3 1.69 2.41 -0.59  0.074
C4 0.76 3.08 0.38  -0.049
C5 0.76 4.45 0.57  -0.007
C6 -0.07 5.01 1.53  0.015
C7 -0.90 4.18 2.28  0.006
C8 -0.87 2.83 2.03  -0.011
N1 -0.05 2.28 1.11  -0.105
H1 2.44 -0.60 0.99  0.001
H2 3.84 0.97 1.77  -0.001
H3 2.44 1.99 2.14  -0.004
H4 3.61 1.43 -0.65  0.001
H5 3.62 2.95 0.22  0.002
H6 1.20 1.50 -1.01  0.003
H7 1.85 3.05 -1.46  0.004
H8 1.41 5.07 -0.03  0.000
H9 -0.07 6.08 1.69  0.000
H10 -1.56 4.58 3.03  0.001
H11 -1.52 2.14 2.57  0.022
N2 -1.87 0.28 0.29  0.204
S1 -3.30 -0.21 0.05  0.098
N3 -3.86 -1.29 1.08  0.030
S2 -2.89 -2.25 1.85  0.050
N4 -1.95 -3.10 0.96  -0.014
S3 -0.48 -3.01 0.38  0.027
N5 0.26 -1.66 0.41  0.220
C9 -0.63 -3.61 -1.26  0.033
C10 -1.86 -4.01 -1.77  -0.001
C11 -1.88 -4.55 -3.05  0.001
C12 -0.70 -4.67 -3.78  0.004
C13 0.51 -4.26 -3.25  -0.002
C14 0.56 -3.73 -1.97  0.010
C15 0.46 -4.18 1.28  0.000
C16 -0.17 -5.38 1.64  -0.003
C17 0.59 -6.35 2.27  0.002
C18 1.94 -6.13 2.52  0.004
C19 2.55 -4.94 2.14  -0.001
C20 1.82 -3.96 1.51  0.013
C21 -3.95 -3.36 2.68  -0.001
C22 -3.40 -4.08 3.74  0.002
C23 -4.20 -4.99 4.39  0.000
C24 -5.52 -5.18 3.98  0.000
C25 -6.05 -4.45 2.92  0.000
C26 -5.27 -3.52 2.25  0.004
C27 -2.04 -1.29 3.07  0.031
C28 -2.81 -0.34 3.74  -0.018
C29 -2.22 0.38 4.77  0.018
C30 -0.88 0.16 5.10  -0.019
C31 -0.13 -0.79 4.43  0.035
C32 -0.71 -1.55 3.42  0.084
C33 -4.42 1.12 0.19  0.011
C34 -5.50 1.06 1.06  -0.009
C35 -6.38 2.14 1.08  0.001
C36 -6.18 3.22 0.23  0.001
C37 -5.09 3.25 -0.64  0.002
C38 -4.20 2.19 -0.68  0.005
C39 -3.43 -0.87 -1.57  0.018
C40 -4.62 -1.52 -1.90  0.001
C41 -4.80 -1.95 -3.20  0.004
C42 -3.80 -1.72 -4.15  0.002
C43 -2.62 -1.07 -3.80  -0.001
C44 -2.43 -0.63 -2.50  -0.015
H12 -2.76 -3.94 -1.19  0.002
H13 -2.81 -4.90 -3.47  0.000
H14 -0.73 -5.11 -4.77  0.000
H15 1.42 -4.37 -3.82  0.000
H16 1.51 -3.43 -1.54  0.001
H17 -1.21 -5.54 1.43  0.001
H18 0.13 -7.28 2.55  0.000
H19 2.52 -6.90 3.00  0.000
H20 3.61 -4.79 2.33  0.000
H21 2.28 -3.04 1.19  -0.004
H22 -2.37 -3.92 4.06  0.001
H23 -3.81 -5.56 5.22  0.000
H24 -6.14 -5.89 4.50  0.000
H25 -7.07 -4.60 2.62  0.000
H26 -5.66 -2.95 1.43  0.000
H27 -3.85 -0.18 3.49  0.001
H28 -2.80 1.11 5.32  0.000
H29 -0.43 0.72 5.91  0.000
H30 0.89 -0.99 4.73  0.006
H31 -0.15 -2.36 2.97  -0.037
H32 -5.67 0.20 1.70  0.001
H33 -7.23 2.12 1.74  0.000
H34 -6.88 4.04 0.25  0.000
H35 -4.95 4.09 -1.30  0.000
H36 -3.37 2.20 -1.37  0.001
H37 -5.41 -1.66 -1.16  0.002
H38 -5.72 -2.44 -3.48  0.000
H39 -3.95 -2.04 -5.17  0.000
H40 -1.86 -0.89 -4.55  0.000
H41 -1.52 -0.11 -2.22  0.011

Kohn-Sham gap (alpha / beta) ... 0.3173 / 0.2206 Eh
E ... -3333.88897 a.u.
Energy relative to the best compared isomer or geometry (same formula, charge and spin) ... 0.047 eV
2S+1 ... 5
Lowest unoccupied orbital energy (alpha / beta) ... -10.28 / -12.94 eV
HOMO (alpha / beta) ... -0.6952 / -0.6961 Ha
Charge ... +4

***

Result set for largest force on an atom: 1.17, 0.15, 0.26, 0.15 eV/A, one per record in the order listed.